No. 1
{
  "formula": "C20H20N4O5S",
  "method": "the ωB97M-V functional and the def2-TZVPD basis",
  "symbols": ["S", "O", "O", "O", "O", "O", "N", "N", "N", "N", "C", "C", "C", "C", "C", "C", "C", "C", "C", "C", "C", "C", "C", "C", "C", "C", "C", "C", "C", "C", "H", "H", "H", "H", "H", "H", "H", "H", "H", "H", "H", "H", "H", "H", "H", "H", "H", "H", "H", "H"],
  "xyz": [[-3.52660, -0.56047, 2.92458], [-2.66909, 0.64107, 2.87289], [2.76178, 3.78290, -2.21948], [-1.44943, -1.70333, 1.33921], [-4.87064, -0.26534, 3.41962], [-1.89154, -0.59815, -2.57673], [-1.72146, -4.13300, -1.03447], [-0.53805, -1.95727, -1.43282], [-2.64890, -1.10545, -0.56670], [-3.67207, -1.31639, 1.38280], [-0.64956, -3.35369, -1.29737], [0.62319, -3.87270, -1.50207], [-3.89814, -0.38735, -0.73668], [0.77416, 0.88755, -1.24660], [0.84592, -5.25253, -1.49595], [0.79098, -1.57411, -1.63353], [-2.50004, -1.47167, 0.71758], [1.40195, -0.20334, -1.80276], [1.52069, -2.74703, -1.67555], [-4.69381, -0.78215, 0.48337], [3.99798, 4.02641, -2.88531], [2.57957, 0.02947, -2.52346], [4.27446, 5.54529, -2.87352], [-2.88290, -1.82947, 4.03846], [2.31857, 2.45149, -2.23896], [3.06081, 1.31400, -2.71499], [-1.66068, -1.16646, -1.54179], [-0.28481, -6.08028, -1.20963], [1.20081, 2.19193, -1.49137], [-1.52449, -5.46591, -0.92757], [3.94755, 1.47084, -3.30128], [-3.72644, 0.72726, -0.71942], [4.86571, 3.52410, -2.36484], [-0.07329, 0.75123, -0.55583], [-2.76407, -1.42344, 5.05135], [-5.20470, 0.10442, 0.84435], [2.58714, -2.84311, -1.77043], [-4.35626, -0.68912, -1.67204], [5.19174, 5.76960, -3.39403], [3.50022, 6.15685, -3.36197], [0.70426, 2.98563, -0.97711], [-5.34927, -1.60754, 0.24552], [1.85308, -5.62516, -1.75528], [-2.38449, -6.07851, -0.64425], [-3.59885, -2.67952, 4.01728], [3.05444, -0.78295, -3.02564], [3.98715, 3.67857, -3.93444], [4.34909, 5.88659, -1.84063], [-0.10832, -7.15311, -1.13298], [-1.88028, -2.17986, 3.72433]],
  "lowdin_charge": [0.710, -0.302, -0.059, 0.071, -0.321, 0.157, 0.130, 0.106, 0.093, -0.092, -0.202, -0.166, -0.077, -0.021, 0.002, -0.096, -0.513, -0.150, 0.043, -0.120, -0.266, -0.023, -0.073, -0.123, -0.222, 0.001, -0.410, -0.060, -0.001, -0.136, 0.095, 0.158, 0.135, 0.127, 0.077, 0.128, 0.111, 0.135, 0.065, 0.080, 0.117, 0.129, 0.120, 0.102, 0.082, 0.106, 0.121, 0.074, 0.094, 0.067],
  "smiles": "CCOc1ccc(-c2cc3cccnc3n2C(=O)N2CCN(S(C)(=O)=O)C2=O)cc1",
  "orbital_gap_ev": 8.3492
}


No. 2
{
  "formula": "C20H20N4O5S",
  "method": "the ωB97M-V functional and the def2-TZVPD basis",
  "symbols": ["S", "O", "O", "O", "O", "O", "N", "N", "N", "N", "C", "C", "C", "C", "C", "C", "C", "C", "C", "C", "C", "C", "C", "C", "C", "C", "C", "C", "C", "C", "H", "H", "H", "H", "H", "H", "H", "H", "H", "H", "H", "H", "H", "H", "H", "H", "H", "H", "H", "H"],
  "xyz": [[1.88429, -2.21653, 0.29830], [-5.94065, 5.74666, 1.19818], [2.05953, -2.10262, 1.71819], [0.48515, 3.18966, 0.35100], [0.54503, -2.29466, -0.20974], [2.65929, -4.43926, -3.64292], [2.78405, -1.04862, -0.48817], [3.37703, -5.46883, -3.22117], [-1.16006, 1.60849, 0.47514], [2.29781, -3.60797, -2.66927], [-7.27017, 3.77620, 1.27594], [4.15911, -6.09791, -0.93851], [2.15604, -0.52369, -1.68310], [3.50111, -5.32403, -1.91536], [2.76088, -3.69782, -0.21302], [3.40987, -4.46689, 0.70401], [2.79644, -4.11061, -1.55597], [-4.71864, 2.34298, 0.91627], [-4.73438, 3.73713, 0.97762], [3.39160, -0.02414, 0.34189], [-3.52077, 4.41970, 0.86727], [4.10417, -5.65274, 0.34862], [0.96409, 0.39043, -1.34129], [-5.96975, 4.53586, 1.15374], [1.08476, 0.86771, 0.11633], [-3.53005, 1.66629, 0.75033], [-2.32742, 3.75108, 0.70170], [-2.32164, 2.35838, 0.64118], [2.53758, 1.25304, 0.38769], [0.13056, 2.03443, 0.33513], [-1.30550, 0.60714, 0.44969], [2.86063, 1.96994, -0.36808], [-7.23670, 3.11143, 2.13621], [4.59291, -6.21043, 1.13251], [-8.08558, 4.48404, 1.40089], [4.67547, -6.99896, -1.22491], [1.83266, -1.37603, -2.27991], [-3.53911, 5.49813, 0.91558], [2.62695, 1.73314, 1.36149], [-3.52768, 0.58586, 0.70365], [-1.40028, 4.29241, 0.61936], [0.80972, 0.04828, 0.79003], [-5.63259, 1.77602, 0.99720], [3.37883, -4.15261, 1.73578], [2.92597, 0.02251, -2.23303], [4.39131, 0.18532, -0.05175], [3.48961, -0.45690, 1.33738], [-7.44360, 3.18323, 0.38071], [0.03291, -0.15936, -1.47527], [0.95920, 1.25515, -2.00753]],
  "lowdin_charge": [0.687, 0.079, -0.279, 0.096, -0.255, -0.030, -0.232, 0.138, 0.144, 0.142, -0.020, 0.007, -0.180, -0.213, -0.187, -0.027, -0.204, -0.028, -0.166, -0.177, 0.003, -0.044, -0.116, -0.411, -0.243, -0.017, 0.010, -0.206, -0.109, -0.425, 0.147, 0.125, 0.086, 0.112, 0.083, 0.120, 0.089, 0.120, 0.126, 0.112, 0.102, 0.126, 0.107, 0.116, 0.134, 0.126, 0.110, 0.086, 0.108, 0.130],
  "smiles": "CC(=O)c1ccc(NC(=O)C2CCN(S(=O)(=O)c3cccc4nonc34)CC2)cc1",
  "orbital_gap_ev": 7.5085
}


No. 3
{
  "formula": "C20H21AlN5O3S",
  "method": "the ωB97M-V functional and the def2-TZVPD basis",
  "symbols": ["S", "Al", "O", "O", "O", "N", "N", "N", "N", "N", "C", "C", "C", "C", "C", "C", "C", "C", "C", "C", "C", "C", "C", "C", "C", "C", "C", "C", "C", "C", "H", "H", "H", "H", "H", "H", "H", "H", "H", "H", "H", "H", "H", "H", "H", "H", "H", "H", "H", "H", "H"],
  "xyz": [[-3.40614, -1.08353, 2.12745], [-1.42063, 0.30017, 0.33321], [-2.23671, 0.27955, -1.30999], [-4.72812, -0.89490, 2.63549], [-2.81963, 0.15771, 1.52166], [-2.25587, 4.05133, -4.00213], [-4.02702, 3.02237, -0.09117], [-2.04126, 1.14902, -2.27856], [-3.34792, -2.30359, 1.16302], [-1.22570, -1.72514, 0.26502], [-0.92136, -4.32198, -0.61484], [-0.25700, -1.31054, 4.65372], [-0.73156, -2.15636, 5.64942], [-2.84087, -2.28697, 4.48000], [-1.04964, -0.94536, 3.57379], [-2.03609, -2.63699, 5.54942], [0.15126, -2.55859, 6.79941], [-2.21273, -2.61802, 0.49344], [-0.08854, -2.12261, -0.33937], [1.48301, 1.32940, -1.20127], [0.79627, 3.48935, -0.19559], [1.14106, 2.02112, 0.12077], [2.41415, 2.02659, 0.98734], [-2.06987, -3.94316, 0.02218], [-2.39450, 3.26966, -3.17192], [0.00856, 1.31900, 0.84303], [0.11575, -3.39638, -0.79367], [-2.57480, 2.31173, -2.11265], [-2.34165, -1.44284, 3.49578], [-3.38433, 2.68845, -0.98286], [-0.05967, 3.53566, -0.87243], [0.75029, -0.91472, 4.71707], [0.60556, 1.25505, -1.85056], [0.66030, -1.34495, -0.43586], [2.72157, 1.00081, 1.20289], [-3.85830, -2.64787, 4.40639], [1.63680, 4.02321, -0.65890], [0.82433, -1.74857, 7.08059], [1.86385, 0.31986, -1.02232], [-2.42854, -3.28677, 6.32337], [-0.81053, -5.33985, -0.96905], [0.76789, -3.41953, 6.53066], [3.24505, 2.55117, 0.49822], [1.04374, -3.66407, -1.27653], [0.51766, 4.01303, 0.72161], [2.25798, 1.87854, -1.74772], [-0.63537, -0.27733, 2.82116], [-0.19747, 1.79237, 1.81419], [-2.88656, -4.62713, 0.20160], [-0.43862, -2.83434, 7.67377], [2.21326, 2.51873, 1.94269]],
  "lowdin_charge": [0.676, 0.098, -0.129, -0.274, -0.238, 0.146, 0.192, 0.044, -0.079, 0.089, -0.073, -0.027, -0.277, -0.054, -0.031, -0.046, -0.058, -0.359, -0.089, -0.092, -0.086, -0.722, -0.101, -0.012, -0.178, -0.170, -0.068, -0.307, -0.259, -0.171, 0.060, 0.117, 0.063, 0.095, 0.066, 0.114, 0.067, 0.075, 0.059, 0.108, 0.103, 0.081, 0.066, 0.098, 0.074, 0.075, 0.070, 0.010, 0.109, 0.071, 0.069],
  "orbital_gap_ev": 5.2428,
  "charge": -1
}


No. 4
{
  "formula": "C20H21BIrN6",
  "method": "the ωB97M-V functional and the def2-TZVPD basis",
  "symbols": ["Ir", "N", "N", "N", "N", "N", "N", "C", "C", "C", "C", "C", "C", "C", "C", "C", "C", "C", "C", "C", "C", "C", "C", "C", "C", "C", "C", "B", "H", "H", "H", "H", "H", "H", "H", "H", "H", "H", "H", "H", "H", "H", "H", "H", "H", "H", "H", "H", "H"],
  "xyz": [[0.58030, 0.09777, 0.25747], [0.83757, -2.36405, 2.02043], [3.01301, -1.48212, 1.16831], [1.52163, -2.69925, -0.29727], [0.78947, -1.63796, -0.79697], [0.01827, -1.26961, 1.71790], [2.55509, -0.22487, 0.78524], [0.14052, 1.66272, 1.52552], [0.37930, -1.98594, -2.04818], [3.63825, 0.61324, 0.83672], [0.97441, -3.21147, -2.36879], [0.40969, 1.25905, -1.57184], [0.57639, 2.37417, 3.82070], [-1.56178, 3.04614, 0.21560], [-0.73881, 2.79497, 1.33423], [-0.92626, -1.20335, 2.70150], [0.76297, 1.48166, 2.73921], [-1.50358, 4.98458, 2.24419], [-0.13659, 3.53324, 3.64467], [-2.23596, 4.26087, 0.06811], [-0.58277, -2.12196, 3.70413], [4.32850, -1.43281, 1.42068], [-2.20023, 5.23961, 1.07306], [4.76134, -0.11722, 1.24672], [0.53310, -2.80947, 3.24953], [1.70796, -3.60198, -1.25991], [-0.79643, 3.77173, 2.42194], [2.05666, -2.69325, 1.14288], [2.38810, -4.41225, -1.02666], [-0.49383, 0.78553, -1.08962], [4.83548, -2.34173, 1.70012], [0.50330, 0.82353, -2.56460], [-1.67945, 2.28069, -0.54339], [2.62068, -3.71287, 1.43611], [1.40576, 0.62481, 2.89603], [5.75341, 0.23034, 1.41019], [0.12893, 2.29705, -1.60632], [0.90104, -3.75255, -3.28835], [-0.19486, 4.29404, 4.42265], [-1.76575, -0.49962, 2.68237], [-2.71081, 6.19647, 0.93506], [1.42878, 1.20329, -1.09609], [1.17916, -3.52958, 3.72473], [3.57106, 1.65850, 0.56711], [-1.46728, 5.73830, 3.03042], [-0.31902, -1.36689, -2.60641], [1.03886, 2.14103, 4.77655], [-2.79229, 4.46236, -0.84172], [-1.03832, -2.23251, 4.67196]],
  "lowdin_spin": [1.318, 0.018, 0.027, 0.095, 0.235, 0.107, 0.225, 0.185, 0.043, 0.019, 0.394, 0.106, 0.197, 0.134, 0.158, 0.017, 0.235, 0.120, 0.196, 0.272, 0.038, 0.071, 0.247, 0.055, 0.040, 0.158, 0.163, 0.002, 0.002, 0.045, 0.003, 0.001, 0.004, -0.001, 0.004, 0.003, 0.006, 0.014, 0.003, 0.001, 0.006, 0.020, 0.002, -0.001, 0.000, -0.002, 0.004, 0.008, 0.002],
  "orbital_gap_ev": [8.1518, 3.8086],
  "charge": 4,
  "spin_multiplicity": 6,
  "s2": 8.79
}


Calculated energy relative to the best compared isomer or geometry (same formula, charge and spin), 248.9, 392.7, 0.0, 0.0 kJ/mol (same order as the records).